1.
ORCA calculation (ωB97M-V/def2-TZVPD) on a structure of composition C32H59HgN5O13 at a distorted geometry.

Structure (XYZ):
```
110
Properties=species:S:1:pos:R:3:forces:R:3:lowdin_charge:R:1
Hg -8.7399 4.1642 15.5958 -1.875 1.485 2.235 1.254
C -4.9863 2.0758 16.6228 -3.229 3.392 -0.324 -0.007
C -6.1319 2.8533 16.1076 4.262 -3.561 -2.024 -0.354
C -6.4023 2.7937 14.5445 3.662 -3.854 -0.086 -0.345
O -7.3869 3.3810 14.1357 -1.430 1.286 -2.182 -0.124
C -5.5743 1.9281 13.7055 -4.410 3.305 3.167 -0.033
C -4.5395 1.2751 14.3180 4.880 -0.070 -4.558 -0.340
C -4.1601 1.3635 15.7943 0.885 -3.904 1.565 -0.393
O -3.3407 0.5422 16.3491 -0.722 1.600 -2.087 -0.067
O -3.6979 0.8794 13.4020 -0.697 -0.756 2.978 -0.084
O -6.9991 3.3969 16.7374 -0.718 1.345 2.843 -0.117
H -4.8377 2.0229 17.6912 0.019 0.034 0.076 0.094
H -5.7891 1.9784 12.6483 0.446 -0.333 -0.045 0.093
C -12.4561 6.5583 15.5577 -2.220 1.244 -1.594 -0.025
C -13.2269 7.7901 15.4536 -0.767 1.185 0.226 -0.324
C -12.8766 8.9438 16.4980 0.834 -1.774 0.603 -0.375
O -13.4342 10.0079 16.3244 -0.083 0.903 0.220 0.001
C -11.9555 8.5788 17.5671 -3.188 3.826 -1.897 -0.042
C -11.2759 7.4514 17.5857 2.241 -2.409 0.952 -0.449
C -11.5550 6.3596 16.5225 2.879 -1.946 0.905 -0.350
O -10.8407 5.2373 16.5153 -0.684 1.274 0.611 -0.195
O -10.3808 7.3251 18.4807 0.732 -1.493 -0.413 -0.103
O -14.1583 8.1202 14.6970 1.253 -1.585 0.216 -0.016
H -12.6225 5.7325 14.8820 -0.169 0.007 -0.297 0.087
H -11.6822 9.3540 18.2676 -0.032 0.070 0.177 0.099
C -11.6989 2.1500 19.0538 -0.057 -1.970 0.108 -0.074
C -10.7845 2.9374 20.0032 -0.418 0.787 -1.579 -0.375
C -9.9582 2.1165 21.0203 -1.218 1.129 -0.605 -0.188
O -10.8904 1.6916 22.0141 0.404 -0.074 0.284 -0.201
C -10.3026 1.5519 23.3085 -0.133 -0.001 -1.345 -0.103
N -9.9359 3.7028 19.0433 -0.282 -0.418 0.578 0.048
H -12.6588 1.7827 19.4168 -0.104 0.495 0.626 0.076
H -11.2299 1.1959 18.8136 0.380 -0.181 -0.310 0.056
H -11.9133 2.6404 18.1042 0.112 0.359 0.165 0.076
H -11.5109 3.6178 20.4477 0.456 0.112 1.109 0.135
H -9.1702 2.7688 21.3967 -0.118 0.300 0.528 0.113
H -9.3937 1.3165 20.5414 -0.340 -0.524 -0.142 0.121
H -9.7558 2.4733 23.5088 0.148 -0.046 0.460 0.081
H -9.6291 0.6968 23.2510 0.254 -0.067 0.523 0.081
H -11.0967 1.3844 24.0362 0.075 0.020 -0.080 0.082
H -9.6744 4.6224 19.3689 0.410 0.153 0.712 0.068
H -10.6193 4.0081 18.3652 0.249 0.228 -0.921 0.020
C -5.8584 6.5142 15.5228 0.166 0.792 -1.383 -0.041
C -7.2168 6.9677 15.9878 -1.959 1.228 0.063 -0.397
C -8.3405 7.2625 14.8747 1.416 -0.188 1.783 -0.133
O -8.5145 6.0527 14.2214 0.497 -0.472 -2.047 -0.285
C -8.0744 5.9116 12.8881 -1.832 -0.477 -1.465 -0.107
N -7.7874 6.0698 16.9665 0.684 -0.587 -0.352 0.041
H -5.1173 6.4878 16.3216 -0.171 -0.037 0.143 0.086
H -5.6172 7.3528 14.8695 0.798 0.040 -0.209 0.079
H -5.7330 5.6313 14.8960 -0.545 -0.299 0.271 0.077
H -7.0124 7.9179 16.4813 -0.067 0.546 0.000 0.107
H -8.0717 8.1114 14.2461 0.129 -0.178 -0.372 0.126
H -9.3241 7.4425 15.3086 0.237 0.452 0.583 0.123
H -8.7728 6.4293 12.2307 0.001 1.025 -0.015 0.086
H -8.3504 4.9109 12.5555 0.753 -0.386 0.552 0.072
H -7.0690 6.1519 12.5424 0.313 0.049 0.945 0.099
H -8.3690 6.5351 17.6487 -0.775 0.139 -0.043 0.048
H -6.9569 5.7291 17.4294 -0.350 -0.716 0.563 0.064
C -4.6930 -2.8215 10.9513 -0.142 -0.400 -0.178 -0.076
C -6.1318 -2.4145 10.6552 0.452 1.590 0.007 -0.416
C -6.4740 -1.0820 11.4601 -0.401 -2.730 0.221 -0.197
O -7.8511 -0.8324 11.2684 -0.087 1.524 0.573 -0.185
C -8.2422 0.2231 12.1638 -1.036 0.084 -0.167 -0.108
N -6.2090 -2.2178 9.2158 -0.267 0.543 -0.695 0.012
H -4.5671 -3.2094 11.9622 0.227 0.407 0.069 0.077
H -4.0460 -1.9781 10.7102 0.082 0.212 0.613 0.081
H -4.3378 -3.5803 10.2542 -0.386 -0.306 -0.021 0.063
H -6.8880 -3.1772 10.8411 0.169 -0.039 0.731 0.132
H -5.8408 -0.2099 11.2969 0.207 -0.052 -0.500 0.125
H -6.3656 -1.3586 12.5088 0.385 0.161 0.340 0.120
H -9.3307 0.2332 12.2201 -0.127 -0.373 0.042 0.078
H -8.0127 1.2501 11.8799 0.609 -0.062 -0.645 0.083
H -7.8380 0.1445 13.1731 0.199 -0.509 -0.003 0.068
H -5.8369 -1.2929 9.0538 0.520 0.212 -0.359 0.066
H -7.1729 -2.0773 8.9488 -0.385 -0.190 0.042 0.058
C -10.2784 -0.2111 16.1145 -0.161 0.549 0.088 -0.050
C -9.7537 1.1624 15.5854 -0.821 -0.467 0.589 -0.345
C -10.8453 1.9358 14.8020 -0.319 0.359 -1.291 -0.168
O -10.3012 3.0899 14.1736 0.667 0.229 -0.973 -0.307
C -11.0404 3.7414 13.1218 0.018 -0.750 0.897 -0.054
N -9.2850 2.0614 16.6558 -1.324 -0.918 0.552 0.032
H -9.4543 -0.6510 16.6762 -0.113 -0.230 0.004 0.079
H -10.6390 -0.9144 15.3639 0.502 0.107 -0.487 0.069
H -11.1512 -0.1404 16.7637 0.101 0.475 0.358 0.061
H -8.9081 0.8886 14.9544 -0.082 0.544 -0.380 0.119
H -11.7238 2.3648 15.2840 0.050 -0.607 1.353 0.130
H -11.2880 1.3050 14.0311 0.260 -0.492 -0.263 0.117
H -10.7945 3.2851 12.1630 0.036 -0.069 -0.100 0.087
H -10.7862 4.8013 13.1196 0.042 -0.124 0.163 0.084
H -12.1069 3.6296 13.3174 -0.146 0.142 -0.052 0.089
H -8.5509 1.7635 17.2823 1.376 -0.320 -0.948 0.092
H -9.9610 1.9877 17.4026 -1.060 0.899 -0.202 0.028
C -6.4990 7.4429 19.5934 -0.327 1.482 0.863 -0.023
C -6.5901 8.6984 20.5658 -0.153 -0.739 -1.024 -0.405
C -5.3213 9.5273 20.5390 1.280 -0.700 0.710 -0.207
O -4.7770 9.9348 19.2689 -1.151 0.021 -0.273 -0.169
C -5.6806 10.5575 18.3454 0.252 0.646 -0.298 -0.118
N -7.7152 9.5573 20.2582 -0.930 -0.002 -0.984 0.033
H -7.5300 7.1487 19.3968 0.108 -0.076 -0.148 0.064
H -5.9650 6.6051 20.0416 0.004 0.127 0.161 0.080
H -5.9653 7.7315 18.6879 -0.204 -0.078 -0.150 0.058
H -6.8948 8.2886 21.5287 1.102 0.030 0.526 0.124
H -4.5255 8.9454 21.0041 0.322 -0.267 -0.287 0.116
H -5.3779 10.3650 21.2340 -0.495 0.599 -0.212 0.112
H -6.3076 9.9050 17.7378 -0.142 -0.581 0.516 0.066
H -5.1473 11.1065 17.5692 0.858 -0.147 0.234 0.079
H -6.3075 11.3367 18.7788 -0.130 -0.188 0.445 0.081
H -7.8572 9.5620 19.2582 -0.512 -0.040 -0.079 0.060
H -7.5360 10.5207 20.5027 0.092 0.010 0.225 0.059
```
Forces are in eV/Å.

## Properties
Multiplicity ... 1
Energy ... -2659.8031 Ha
HOMO level ... -2.02 eV
LUMO ... 3.83 eV
Charge ... -2



2.
ORCA calculation (ωB97M-V/def2-TZVPD) on a structure of composition C14H31IrN3O5S at a distorted geometry.

Structure (XYZ):
```
55
Properties=species:S:1:pos:R:3:forces:R:3:lowdin_charge:R:1
Ir 0.4234 -0.3174 0.1156 -1.123 0.382 1.335 1.296
C 0.8460 -1.2443 3.0594 -0.049 -0.095 0.364 -0.027
O -0.1908 -0.8747 2.0997 1.202 0.265 -0.255 -0.324
C -1.2636 -1.8457 2.0557 -0.216 -0.256 0.141 -0.121
C -2.1689 -1.4497 0.9369 -0.123 0.104 0.251 -0.109
O -1.3281 -1.4909 -0.2313 0.573 -0.289 -0.568 -0.278
C -1.9286 -1.3542 -1.5382 -0.068 0.002 -0.345 -0.100
C -1.5178 -0.0066 -2.0530 -0.276 0.034 0.023 -0.130
O -0.0770 0.0802 -1.9817 1.175 0.051 0.367 -0.335
C 0.6108 -0.6001 -3.0722 0.060 0.066 -0.225 -0.016
H 0.4180 -1.2157 4.0601 -0.116 0.013 -0.047 0.120
H 1.6382 -0.5115 2.9738 0.001 -0.001 -0.036 0.082
H 1.2208 -2.2428 2.8438 -0.039 0.004 -0.089 0.096
H -1.8039 -1.8385 3.0036 0.129 0.143 0.071 0.165
H -0.8495 -2.8432 1.8948 0.075 0.032 -0.056 0.156
H -2.5756 -0.4447 1.0805 0.008 0.016 -0.063 0.154
H -2.9881 -2.1626 0.8447 0.054 -0.046 -0.160 0.166
H -3.0121 -1.4630 -1.5108 0.006 0.005 0.255 0.162
H -1.5180 -2.1567 -2.1479 -0.060 -0.069 0.038 0.144
H -1.8968 0.7997 -1.4238 -0.004 0.022 -0.034 0.140
H -1.8700 0.1468 -3.0737 0.224 0.094 -0.062 0.161
H 0.3328 -0.1165 -4.0064 -0.044 0.066 0.038 0.120
H 0.3523 -1.6563 -3.1104 0.020 -0.013 0.101 0.104
H 1.6759 -0.4902 -2.9014 -0.006 0.011 0.045 0.084
C 6.0473 -1.2894 0.9639 0.083 -0.096 -0.078 -0.007
N 4.6698 -1.6657 0.6017 0.222 -0.011 -0.045 0.002
C 3.7326 -0.9706 -0.0044 -0.291 0.189 0.025 -0.668
S 2.1746 -1.8235 -0.0698 -0.689 -0.680 -0.200 0.745
N 3.8878 0.2006 -0.5929 0.188 0.039 0.029 -0.002
C 5.1241 0.8835 -1.0050 0.004 0.096 0.036 -0.012
H 6.2617 -1.7274 1.9353 -0.051 -0.001 0.014 0.107
H 6.1467 -0.2133 1.0392 -0.040 -0.009 0.050 0.084
H 6.7642 -1.6864 0.2472 -0.020 0.047 -0.052 0.110
H 4.4076 -2.6051 0.8688 -0.091 0.044 0.078 0.134
H 3.0322 0.6513 -0.8684 -0.051 -0.036 -0.071 0.102
H 5.9406 0.1778 -1.0997 -0.032 -0.018 -0.062 0.091
H 5.3959 1.6729 -0.3059 0.026 -0.048 0.047 0.098
H 4.9497 1.3316 -1.9802 -0.028 -0.036 -0.018 0.105
O -0.2064 1.9433 0.6218 -0.812 -0.106 -0.099 0.020
C 0.8280 1.9512 1.2954 0.270 0.042 -0.037 -0.567
O 1.6625 0.9738 1.2056 -0.298 0.130 -0.747 -0.141
C 1.1365 3.0821 2.2504 0.431 -0.203 -0.012 -0.157
N 0.3133 4.3087 1.9474 -0.047 -0.016 0.039 0.131
C 1.1521 5.5321 2.3367 0.306 0.183 0.203 -0.051
C 2.4451 4.9547 2.9151 -0.020 -0.112 -0.085 -0.125
C 2.5765 3.5898 2.2363 -0.030 0.174 0.076 -0.106
H 0.8788 2.7479 3.2578 -0.063 0.039 0.010 0.187
H -0.5748 4.2949 2.4487 -0.023 0.005 -0.008 0.195
H 0.0748 4.3305 0.9540 -0.057 -0.010 -0.007 0.182
H 0.5997 6.1370 3.0497 -0.133 -0.043 -0.060 0.143
H 1.3318 6.1210 1.4415 -0.104 -0.084 -0.084 0.142
H 2.3716 4.8362 3.9963 -0.031 0.009 -0.001 0.134
H 3.2913 5.6059 2.7110 -0.017 0.022 0.001 0.137
H 3.2399 2.9129 2.7684 0.000 -0.020 -0.028 0.138
H 2.9323 3.6972 1.2084 -0.004 -0.033 -0.002 0.137
```
Forces are in eV/Å.

## Properties
Multiplicity ... 1
Energy ... -1594.0353 Ha
HOMO level ... -17.73 eV
LUMO ... -10.07 eV
Charge ... +3
Energy above the lowest of the compared OMol25 structures with the same formula, charge and spin ... 20.6 kcal/mol